Record 1
Below is a cluster of 3 separate species, CH9N4O in total in a non-equilibrium geometry, with properties calculated with the ωB97M-V functional and the def2-TZVPD basis.

```
! wB97M-V def2-TZVPD RIJCOSX def2/J DEFGRID3
* xyz 1 1
C 0.25 1.33 0.72
N 0.27 -1.32 -0.71
N 2.59 1.01 1.09
N 1.34 1.57 1.11
N -2.36 -0.50 -0.56
O -0.82 1.41 0.32
H -1.35 -0.98 -0.72
H 0.66 -1.01 0.18
H 2.98 1.30 0.21
H 3.02 1.58 1.90
H 0.64 -2.32 -0.62
H -2.17 0.43 -0.24
H -3.03 -0.59 -1.45
H -2.89 -0.91 0.20
H 0.87 -1.02 -1.43
*
```

Properties
Molecular weight ... 93.11 g/mol
HOMO ... -13.22 eV
ΔE to the lowest compared entry with this formula, charge and spin ... 23.3 kcal/mol
Calculated total energy ... -337.47230 a.u.



Record 2
Below is an isolated molecule of C13H28SSi in a non-equilibrium geometry, with properties calculated with the ωB97M-V functional and the def2-TZVPD basis.

```
! wB97M-V def2-TZVPD RIJCOSX def2/J DEFGRID3
* xyz 0 1
C -5.29 -1.03 2.64
C -4.04 -0.65 2.26
S -3.61 0.51 0.87
C -1.76 0.15 1.02
C -0.88 0.68 -0.13
Si 0.83 -0.13 -0.13
C 0.48 -1.97 -0.46
C -0.77 -2.25 -1.33
C -1.14 -3.78 -1.42
C 1.58 0.38 -1.79
C 1.51 1.92 -2.03
C 1.68 2.44 -3.45
C 1.96 0.14 1.29
C 2.10 1.65 1.59
C 3.04 2.05 2.72
H -5.39 -1.78 3.47
H -6.08 -0.56 2.11
H -3.15 -1.03 2.79
H -1.52 -0.84 1.23
H -1.64 0.60 1.98
H -1.52 0.67 -1.03
H -0.77 1.78 -0.10
H 1.35 -2.39 -1.03
H 0.32 -2.43 0.56
H -1.56 -1.75 -0.82
H -0.63 -1.76 -2.25
H -2.18 -3.82 -1.82
H -1.26 -4.33 -0.51
H -0.50 -4.25 -2.15
H 2.57 0.08 -1.99
H 0.88 -0.10 -2.46
H 2.26 2.40 -1.44
H 0.63 2.33 -1.63
H 2.60 1.90 -3.76
H 1.74 3.50 -3.56
H 0.85 2.19 -4.09
H 1.33 -0.34 2.02
H 2.88 -0.46 1.20
H 2.23 2.20 0.63
H 1.07 1.80 2.03
H 2.95 3.07 3.19
H 2.84 1.23 3.49
H 4.01 1.97 2.28
*
```

Properties
Molecular weight ... 244.52 g/mol
HOMO ... -8.37 eV
SMILES ... C=CSCC[Si](CCC)(CCC)CCC
ΔE to the lowest compared entry with this formula, charge and spin ... 43.8 kcal/mol
Calculated total energy ... -1199.72568 a.u.



Record 3
Below is a cluster of 2 separate species, C9H14O in total in a non-equilibrium geometry, with properties calculated with the ωB97M-V functional and the def2-TZVPD basis.

```
! wB97M-V def2-TZVPD RIJCOSX def2/J DEFGRID3
* xyz 0 1
C 1.18 -0.90 -1.33
C 0.98 -1.06 0.16
C 0.88 0.02 1.04
C 0.58 -0.21 2.37
C 0.37 -1.49 2.88
O 0.27 -1.69 4.23
C 0.35 -2.54 1.99
C 0.72 -2.33 0.66
H 1.69 0.02 -1.61
H 0.24 -0.90 -1.88
H 1.81 -1.73 -1.65
H 1.20 1.01 0.75
H 0.49 0.63 3.05
H 0.32 -0.81 4.66
H 0.17 -3.57 2.24
H 0.94 -3.21 0.06
C -2.23 2.22 -1.96
C -0.81 2.52 -2.42
H -3.00 2.57 -2.65
H -2.40 1.14 -1.97
H -2.40 2.58 -0.95
H -0.61 3.57 -2.62
H -0.15 2.14 -1.67
H -0.58 2.03 -3.37
*
```

Properties
Molecular weight ... 138.21 g/mol
HOMO ... -8.42 eV
SMILES ... Cc1ccc(O)cc1.CC
ΔE to the lowest compared entry with this formula, charge and spin ... 9.2 kcal/mol
Calculated total energy ... -426.55808 a.u.



Record 4
Below is an isolated molecule of C6H10O in a non-equilibrium geometry, with properties calculated with the ωB97M-V functional and the def2-TZVPD basis.

```
! wB97M-V def2-TZVPD RIJCOSX def2/J DEFGRID3
* xyz 0 1
C 2.00 0.80 -0.25
C 1.18 -0.41 0.12
O 0.49 -0.31 1.38
C -0.69 -0.94 0.84
C -1.83 0.05 0.64
C -1.14 0.51 -0.68
C -0.16 -0.67 -0.63
H 1.35 1.67 -0.35
H 2.77 1.02 0.49
H 2.49 0.61 -1.22
H 1.85 -1.30 0.19
H -0.87 -1.91 1.34
H -1.98 0.80 1.42
H -2.76 -0.50 0.43
H -1.80 0.43 -1.55
H -0.70 1.51 -0.69
H -0.20 -1.36 -1.48
*
```

Properties
Molecular weight ... 98.14 g/mol
HOMO ... -9.44 eV
SMILES ... C[C@H]1O[C@H]2CC[C@H]21
ΔE to the lowest compared entry with this formula, charge and spin ... 33.6 kcal/mol
Calculated total energy ... -309.78884 a.u.